Entry from the Open Molecules 2025 dataset: a cluster of 14 separate species, C56H92N14 in total (ωB97M-V/def2-TZVPD).

Last column: Mulliken charge in e.
Atoms and positions in Å:
C: 16.99 -29.15 -6.63  0.913
C: 16.76 -30.66 -6.66  -0.812
C: 16.11 -31.21 -7.93  -0.417
C: 16.75 -30.69 -9.15  0.303
N: 17.20 -30.24 -10.10  -0.544
H: 17.14 -28.83 -5.61  -0.093
H: 16.10 -28.63 -7.02  -0.684
H: 17.81 -28.83 -7.28  -0.185
H: 16.21 -30.96 -5.77  0.414
H: 17.78 -31.03 -6.58  0.378
H: 15.05 -30.94 -8.00  0.180
H: 16.22 -32.29 -8.03  0.432
C: 9.58 -24.80 -0.95  -1.196
C: 10.78 -25.60 -0.48  0.350
C: 11.14 -26.85 -1.29  0.171
C: 12.20 -27.58 -0.60  0.180
N: 13.04 -28.17 -0.08  -0.470
H: 9.26 -24.00 -0.29  0.352
H: 8.70 -25.42 -1.14  0.391
H: 9.82 -24.45 -1.96  0.102
H: 10.61 -25.90 0.56  0.550
H: 11.68 -24.98 -0.44  -0.548
H: 11.46 -26.59 -2.30  -0.264
H: 10.27 -27.51 -1.38  0.441
C: 20.45 -28.90 -8.76  -0.630
C: 20.46 -27.63 -9.59  -0.709
C: 19.07 -27.00 -9.82  -0.322
C: 18.47 -26.39 -8.62  -0.053
N: 17.98 -25.91 -7.70  -0.060
H: 21.43 -29.23 -8.43  0.379
H: 19.89 -29.76 -9.14  0.289
H: 19.86 -28.69 -7.85  -0.126
H: 20.86 -27.76 -10.59  0.427
H: 21.13 -26.93 -9.09  0.285
H: 18.35 -27.70 -10.22  0.273
H: 19.18 -26.11 -10.45  0.355
C: 11.02 -21.20 -2.59  -1.586
C: 11.37 -22.44 -3.42  0.296
C: 12.44 -22.11 -4.47  1.121
C: 13.72 -21.73 -3.86  -0.394
N: 14.74 -21.48 -3.40  -0.404
H: 11.87 -20.88 -1.98  0.320
H: 10.23 -21.38 -1.87  0.387
H: 10.82 -20.36 -3.26  0.383
H: 10.56 -22.90 -3.98  0.644
H: 11.76 -23.20 -2.74  -0.412
H: 12.14 -21.33 -5.17  0.476
H: 12.62 -22.97 -5.10  -0.854
C: 15.01 -24.98 -7.03  0.401
C: 15.79 -24.45 -5.81  1.131
C: 15.38 -25.11 -4.50  2.077
C: 13.95 -25.34 -4.27  -1.165
N: 12.82 -25.46 -4.19  -0.261
H: 15.10 -26.07 -7.12  -0.179
H: 15.37 -24.61 -7.99  -0.368
H: 13.92 -24.85 -7.06  -0.137
H: 15.55 -23.38 -5.78  -0.094
H: 16.86 -24.49 -5.99  -0.555
H: 15.77 -24.53 -3.67  -0.839
H: 15.81 -26.11 -4.35  -0.147
C: 13.37 -28.53 -6.47  -0.479
C: 12.26 -27.82 -7.25  0.772
C: 10.99 -27.60 -6.44  0.895
C: 10.31 -28.85 -6.06  -0.078
N: 9.77 -29.82 -5.79  -0.490
H: 13.72 -27.90 -5.66  0.051
H: 14.21 -28.83 -7.11  -0.561
H: 13.01 -29.49 -6.09  0.673
H: 12.09 -28.32 -8.20  0.623
H: 12.69 -26.86 -7.55  -0.902
H: 10.26 -27.04 -7.01  -0.215
H: 11.23 -27.11 -5.49  -0.326
C: 20.29 -27.11 -5.07  -1.236
C: 19.08 -27.03 -4.15  1.020
C: 19.39 -26.64 -2.70  0.604
C: 20.29 -27.60 -2.03  -0.047
N: 20.97 -28.31 -1.44  -0.534
H: 20.01 -27.06 -6.13  0.061
H: 20.83 -28.05 -5.02  0.408
H: 20.96 -26.26 -4.92  0.359
H: 18.58 -28.00 -4.08  0.292
H: 18.42 -26.24 -4.52  -0.678
H: 18.43 -26.75 -2.18  -0.533
H: 19.81 -25.65 -2.57  0.306
C: 18.28 -29.73 0.40  -1.194
C: 17.78 -28.32 0.74  -0.671
C: 16.36 -27.91 0.31  0.419
C: 16.18 -27.95 -1.14  0.134
N: 16.03 -27.93 -2.28  -0.407
H: 17.58 -30.48 0.75  0.363
H: 19.26 -29.93 0.84  0.369
H: 18.48 -29.75 -0.67  0.241
H: 18.42 -27.58 0.23  0.186
H: 17.93 -28.16 1.81  0.472
H: 16.19 -26.90 0.68  -0.295
H: 15.67 -28.63 0.74  0.462
C: 9.73 -23.11 -7.51  -1.515
C: 10.74 -24.08 -8.11  1.578
C: 10.17 -25.08 -9.11  0.177
C: 9.16 -24.62 -10.07  -0.085
N: 8.37 -24.21 -10.79  -0.508
H: 9.42 -22.43 -8.30  0.409
H: 10.25 -22.43 -6.83  0.227
H: 8.90 -23.57 -6.98  0.391
H: 11.31 -24.61 -7.35  -0.311
H: 11.44 -23.45 -8.67  -0.374
H: 9.60 -25.84 -8.54  0.117
H: 10.95 -25.58 -9.67  0.060
C: 20.39 -21.96 -4.67  -1.526
C: 19.27 -22.97 -4.33  0.593
C: 18.14 -22.39 -3.45  1.075
C: 18.52 -21.49 -2.38  -0.158
N: 18.75 -20.77 -1.52  -0.534
H: 20.63 -21.50 -3.71  0.391
H: 19.96 -21.23 -5.36  0.347
H: 21.26 -22.45 -5.09  0.427
H: 19.77 -23.74 -3.74  -0.205
H: 18.91 -23.45 -5.24  -0.133
H: 17.55 -23.22 -3.08  -0.319
H: 17.53 -21.71 -4.07  0.091
C: 15.02 -21.98 -0.16  -1.692
C: 14.27 -23.24 -0.56  0.984
C: 14.68 -24.53 0.16  0.944
C: 15.20 -24.36 1.52  -0.009
N: 15.58 -24.23 2.59  -0.577
H: 14.51 -21.08 -0.51  0.383
H: 16.05 -21.91 -0.54  0.317
H: 15.09 -21.84 0.92  0.510
H: 14.40 -23.38 -1.63  -0.698
H: 13.20 -23.07 -0.43  0.130
H: 15.49 -24.99 -0.42  -0.336
H: 13.88 -25.27 0.08  -0.064
N: 14.47 -26.81 -11.80  0.084
C: 14.31 -25.52 -12.26  -1.066
C: 13.73 -24.78 -11.24  -1.039
C: 13.47 -25.66 -10.18  1.317
C: 13.95 -26.89 -10.53  -1.291
H: 14.98 -27.52 -12.27  0.238
H: 14.54 -25.27 -13.28  0.479
H: 13.49 -23.73 -11.34  0.538
H: 12.96 -25.37 -9.27  0.103
H: 13.97 -27.80 -9.95  0.578
N: 17.64 -22.03 -11.72  -0.005
C: 16.74 -23.09 -11.72  -0.552
C: 16.88 -23.80 -10.55  0.072
C: 17.81 -23.08 -9.74  -0.780
C: 18.19 -21.99 -10.48  -0.950
H: 17.84 -21.30 -12.38  0.202
H: 16.20 -23.29 -12.63  0.488
H: 16.38 -24.70 -10.23  0.422
H: 18.08 -23.26 -8.72  0.652
H: 18.87 -21.21 -10.16  0.433
N: 14.50 -21.86 -9.07  0.282
C: 14.97 -21.50 -7.84  -0.687
C: 14.06 -20.71 -7.20  -0.759
C: 12.89 -20.72 -8.01  -0.495
C: 13.20 -21.44 -9.15  -0.860
H: 15.02 -22.42 -9.73  0.166
H: 16.00 -21.67 -7.55  0.497
H: 14.08 -20.12 -6.31  0.726
H: 11.92 -20.30 -7.81  0.533
H: 12.58 -21.60 -10.02  0.609

Summary:
- 2S+1: 1
- Calculated total energy: -2955.49112 a.u.
- LUMO energy: 0.219 eV
- Kohn-Sham gap: 0.325 Ha

=====

Entry from the Open Molecules 2025 dataset: a structure of composition C56H94BCl2N11O5Si2 (ωB97M-V/def2-TZVPD).

Last column: Mulliken charge in e.
Atoms and positions in Å:
C: 0.17 -2.92 -3.42  -0.663
O: 1.14 -2.10 -2.74  -0.154
B: 2.38 -2.70 -2.75  0.660
O: 2.60 -3.86 -2.06  -0.633
Si: 3.93 -1.93 -3.79  -0.105
C: 4.52 -3.24 -5.04  0.022
C: 5.16 -4.36 -4.29  -0.370
O: 4.64 -5.42 -4.09  -0.477
O: 3.53 -0.47 -4.51  0.408
Si: 4.65 0.28 -5.47  -0.714
C: 6.40 0.26 -4.77  -0.589
C: 6.40 1.00 -3.47  0.002
O: 5.38 1.19 -2.87  -0.469
N: 7.67 1.47 -3.00  -0.008
C: 8.21 0.39 -2.12  -0.979
C: 7.44 2.67 -2.16  -1.015
C: 4.62 -0.57 -7.17  0.275
Cl: 6.17 -0.96 -7.86  -0.234
C: 3.51 -0.83 -7.86  1.039
C: 3.42 -1.46 -9.20  -1.470
Cl: 1.97 -0.40 -7.22  -0.168
C: 4.19 2.06 -5.79  0.620
C: 2.97 2.62 -5.44  -0.542
C: 2.71 3.94 -5.75  -0.627
C: 3.64 4.71 -6.42  -0.470
C: 4.87 4.17 -6.77  -0.893
C: 5.14 2.85 -6.45  -0.377
H: 0.58 -3.87 -3.76  0.357
H: -0.66 -3.13 -2.75  0.076
H: -0.19 -2.39 -4.29  0.284
H: 2.29 -3.72 -1.15  0.237
H: 5.05 -1.70 -2.84  -0.329
H: 3.67 -3.67 -5.56  0.337
H: 5.28 -2.87 -5.73  0.230
H: 6.19 -4.16 -3.96  0.315
H: 7.06 0.79 -5.45  0.512
H: 6.82 -0.74 -4.66  0.558
H: 7.39 -0.13 -1.64  0.364
H: 8.78 -0.30 -2.73  0.277
H: 8.84 0.86 -1.37  0.401
H: 6.98 2.42 -1.21  0.348
H: 6.84 3.39 -2.69  0.318
H: 8.39 3.14 -1.93  0.396
H: 3.05 -0.74 -9.92  0.202
H: 2.70 -2.27 -9.15  0.420
H: 4.38 -1.86 -9.52  0.454
H: 2.24 2.01 -4.93  0.560
H: 1.75 4.37 -5.50  0.416
H: 3.42 5.73 -6.68  0.402
H: 5.61 4.76 -7.28  0.478
H: 6.09 2.43 -6.74  0.270
C: 4.15 2.87 1.02  -0.978
C: 5.18 2.06 1.80  -0.424
C: 6.08 2.94 2.66  -0.522
C: 6.89 3.82 1.83  0.285
N: 7.56 4.47 1.17  -0.445
H: 4.62 3.55 0.32  0.325
H: 3.50 2.20 0.45  0.194
H: 3.52 3.45 1.70  0.385
H: 5.79 1.47 1.11  0.205
H: 4.67 1.34 2.45  0.378
H: 6.73 2.32 3.27  0.301
H: 5.48 3.54 3.35  0.303
C: -3.21 -3.17 0.88  -1.001
C: -2.51 -4.41 0.35  -0.577
C: -1.23 -4.74 1.12  0.168
C: -0.21 -3.71 0.96  0.224
N: 0.59 -2.89 0.86  -0.568
H: -2.58 -2.28 0.76  0.317
H: -4.14 -3.00 0.34  0.391
H: -3.45 -3.28 1.94  0.130
H: -2.28 -4.29 -0.71  0.280
H: -3.18 -5.27 0.44  0.347
H: -0.82 -5.69 0.77  0.437
H: -1.45 -4.87 2.18  -0.201
C: -0.13 1.41 -0.06  -1.105
C: -0.77 2.78 0.07  -0.161
C: 0.03 3.73 0.96  -0.381
C: 0.08 3.28 2.35  0.283
N: 0.10 2.92 3.44  -0.490
H: -0.08 0.90 0.90  0.351
H: -0.71 0.78 -0.74  0.357
H: 0.89 1.48 -0.46  0.186
H: -1.78 2.69 0.45  -0.010
H: -0.85 3.23 -0.92  0.432
H: -0.42 4.72 0.93  0.380
H: 1.05 3.83 0.58  0.175
C: 6.19 0.97 -10.80  -0.704
C: 5.92 1.82 -12.04  -0.580
C: 4.60 2.58 -11.95  -0.403
C: 3.45 1.67 -11.90  0.312
N: 2.55 0.95 -11.86  -0.489
H: 5.43 0.20 -10.68  0.112
H: 7.16 0.47 -10.87  0.375
H: 6.20 1.59 -9.90  0.199
H: 5.92 1.18 -12.93  0.315
H: 6.73 2.54 -12.17  0.325
H: 4.48 3.24 -12.81  0.307
H: 4.59 3.21 -11.06  0.247
C: -3.65 1.31 3.59  -0.829
C: -4.66 2.44 3.76  -0.446
C: -5.53 2.66 2.52  0.057
C: -4.76 3.11 1.37  0.265
N: -4.14 3.45 0.47  -0.514
H: -2.94 1.53 2.80  0.060
H: -3.09 1.16 4.51  0.349
H: -4.15 0.37 3.35  0.196
H: -4.13 3.36 4.02  0.194
H: -5.31 2.21 4.61  0.372
H: -6.30 3.41 2.74  -0.051
H: -6.06 1.74 2.26  0.315
C: 1.99 -6.95 5.60  -1.174
C: 1.99 -6.15 4.30  -0.462
C: 0.87 -5.11 4.23  -0.079
C: -0.46 -5.73 4.22  0.377
N: -1.50 -6.21 4.21  -0.489
H: 1.07 -7.53 5.70  0.339
H: 2.83 -7.64 5.62  0.350
H: 2.07 -6.29 6.46  0.300
H: 1.91 -6.83 3.45  0.298
H: 2.94 -5.63 4.20  0.334
H: 0.98 -4.50 3.33  -0.079
H: 0.93 -4.43 5.08  0.355
C: -5.31 -5.01 3.96  -1.239
C: -6.65 -4.70 4.61  -0.289
C: -7.56 -3.83 3.73  -0.621
C: -7.01 -2.49 3.51  0.322
N: -6.58 -1.44 3.34  -0.459
H: -4.73 -4.10 3.79  0.207
H: -4.72 -5.66 4.60  0.414
H: -5.45 -5.51 3.00  0.351
H: -6.48 -4.21 5.57  0.276
H: -7.16 -5.64 4.82  0.403
H: -8.54 -3.73 4.21  0.272
H: -7.73 -4.31 2.77  0.337
C: -9.45 -5.06 7.80  -0.834
C: -9.06 -6.16 8.78  -0.435
C: -7.60 -6.07 9.21  -0.528
C: -6.68 -6.30 8.10  0.315
N: -5.96 -6.47 7.22  -0.400
H: -8.89 -5.13 6.87  0.039
H: -10.51 -5.13 7.55  0.352
H: -9.28 -4.07 8.23  0.320
H: -9.26 -7.13 8.33  0.302
H: -9.69 -6.09 9.67  0.307
H: -7.40 -6.82 9.98  0.297
H: -7.39 -5.10 9.66  0.283
C: -0.42 3.31 7.63  -1.261
C: -0.83 4.28 6.53  -0.081
C: -2.12 5.04 6.85  -0.466
C: -3.28 4.16 6.94  0.277
N: -4.19 3.46 7.00  -0.490
H: -1.17 2.53 7.77  0.334
H: 0.52 2.83 7.38  0.351
H: -0.29 3.83 8.58  0.329
H: -0.94 3.75 5.59  0.036
H: -0.04 5.02 6.38  0.369
H: -2.32 5.79 6.08  0.297
H: -2.02 5.58 7.80  0.356
C: -6.63 6.51 1.11  -1.055
C: -7.84 6.36 2.04  -0.235
C: -9.07 7.11 1.53  -0.591
C: -8.88 8.55 1.51  0.228
N: -8.72 9.69 1.50  -0.415
H: -6.31 7.55 1.05  0.402
H: -5.79 5.93 1.49  0.211
H: -6.86 6.16 0.11  0.303
H: -7.58 6.71 3.04  0.303
H: -8.09 5.30 2.13  0.189
H: -9.93 6.88 2.18  0.327
H: -9.34 6.76 0.53  0.314

Summary:
- 2S+1: 1
- Calculated total energy: -4693.06335 a.u.
- LUMO energy: 0.525 eV
- Kohn-Sham gap: 0.351 Ha

=====

Computed values of relative energy (zero: lowest compared OMol25 entry of this formula, charge and spin) (unit: kcal/mol) for the preceding records, in sequence: 0.0, 0.0.